(1)
# C27H26NO2PPtSTe

C27H26NO2PPtSTe as an isolated structure (wB97M-V/def2-TZVPD, the Open Molecules 2025 dataset).

For the energy relative to the best compared isomer or geometry (same formula, charge and spin), the calculation gives 0.0 kJ/mol. Its energy is -2376.61003 a.u. As for the spin multiplicity: 3. The gap between HOMO and LUMO (alpha / beta) comes out at 6.869 / 6.602 eV. The LUMO energy (alpha / beta) is 0.2 / -1.1 eV. The maximum force is 0.28 eV/A.

Atoms and positions in Å:
C 2.607 0.149 1.878
N -1.916 -1.662 0.340
H -2.381 0.205 5.104
H 0.349 -3.300 -2.740
C 5.028 1.446 2.452
C -2.129 3.134 -0.017
H -3.203 6.727 -0.950
O 0.782 -0.792 0.549
C -2.100 0.754 3.053
H -4.406 2.163 -0.110
C -4.290 -1.671 0.037
C -0.603 1.372 4.831
H 4.690 2.513 0.631
H 5.962 1.953 2.657
C -2.019 3.582 -1.332
H 0.190 -1.045 -5.032
C 3.104 1.127 1.001
C -3.143 0.451 0.150
C -2.904 5.720 -0.690
H 0.523 2.545 1.863
S 2.363 1.764 -0.474
H 0.351 -2.728 -1.037
C 4.318 1.756 1.310
C -5.541 0.364 -0.231
C -2.621 3.993 0.961
H -0.330 1.341 5.878
H -6.393 -1.608 -0.290
H -2.322 5.209 -2.692
C -1.285 1.412 2.138
C 3.336 -0.134 3.037
H 2.923 -0.880 3.701
C -3.005 5.283 0.623
H 5.070 0.239 4.235
H -2.026 -2.621 0.631
C -4.372 1.082 -0.068
H -6.477 0.877 -0.398
H -0.174 0.650 -4.643
H 1.543 -2.082 -2.177
C -2.411 4.868 -1.669
H -2.699 3.655 1.987
C 0.529 -2.460 -2.074
H -1.616 2.920 -2.091
C -5.489 -1.024 -0.171
C -1.753 0.732 4.397
H -1.070 -1.241 0.722
C -3.093 -0.957 0.196
Te -0.806 -0.875 -2.530
O 0.936 -1.323 2.674
P -1.632 1.430 0.359
C 0.208 2.039 3.922
H -4.255 -2.754 0.076
H 1.307 -0.099 -4.003
C 1.360 -0.697 1.716
H -2.999 0.252 2.718
C 0.268 -0.272 -4.271
C -0.127 2.054 2.579
Pt 0.319 0.834 -0.764
C 4.530 0.493 3.331
H 1.117 2.524 4.253
H -3.383 5.948 1.389

Forces on the atoms, in the same order (eV/Å):
C 0.019 -0.067 -0.028
N -0.034 0.003 -0.001
H 0.000 0.000 0.000
H -0.009 0.003 -0.001
C -0.007 -0.003 -0.001
C 0.010 -0.001 -0.007
H 0.000 0.000 0.002
O 0.077 -0.059 0.005
C 0.004 -0.003 -0.001
H -0.006 -0.001 0.004
C -0.008 0.002 -0.006
C 0.001 0.000 0.001
H -0.001 -0.001 0.001
H 0.001 -0.002 0.001
C -0.002 -0.005 0.009
H 0.005 0.004 -0.003
C -0.006 -0.001 -0.019
C 0.013 -0.009 -0.040
C 0.003 -0.005 -0.010
H 0.005 0.001 -0.002
S 0.001 0.029 0.043
H 0.004 -0.002 -0.007
C 0.002 0.011 0.008
C 0.001 -0.006 0.005
C -0.005 0.011 0.005
H -0.001 0.000 -0.001
H 0.001 0.000 -0.001
H 0.001 0.000 0.002
C -0.011 0.018 0.007
C 0.008 -0.010 0.008
H -0.001 0.000 0.002
C 0.001 -0.009 0.012
H 0.000 0.001 0.001
H 0.001 -0.011 0.000
C -0.001 -0.007 -0.014
H 0.001 0.001 0.004
H 0.004 0.003 0.005
H 0.001 -0.004 0.003
C -0.004 0.012 0.003
H 0.003 -0.001 0.002
C 0.006 0.011 -0.012
H 0.000 -0.003 0.003
C 0.008 0.004 -0.004
C 0.002 -0.004 -0.002
H 0.025 0.006 -0.003
C -0.010 0.004 0.053
Te -0.027 -0.029 0.009
O 0.057 -0.086 -0.011
P -0.011 0.038 0.019
C 0.003 -0.005 -0.009
H 0.000 0.001 -0.002
H -0.001 0.005 0.004
C -0.154 0.223 0.051
H -0.001 -0.001 -0.002
C -0.004 -0.028 -0.010
C 0.005 -0.008 -0.003
Pt 0.034 -0.021 -0.075
C -0.001 0.002 0.000
H -0.001 0.000 0.001
H 0.000 0.001 -0.001


(2)
# C5H9ClP

An isolated ion of composition C5H9ClP and charge +1 in a non-equilibrium geometry (wB97M-V/def2-TZVPD, the Open Molecules 2025 dataset).

For the energy relative to the best compared isomer or geometry (same formula, charge and spin), the calculation gives 40.3 kJ/mol. Its energy is -997.10671 a.u. The total charge is +1. The gap between HOMO and LUMO comes out at 8.420 eV. The LUMO energy is -5.7 eV. The maximum force is 6.51 eV/A.

Atoms and positions in Å:
C 0.488 0.799 -0.607
H 0.996 2.279 -2.032
C 0.617 -0.499 -0.761
H 2.053 2.235 -0.569
H -0.483 -2.095 -1.103
H -0.089 -0.532 2.455
P -1.070 0.984 0.669
Cl -2.514 0.407 -0.605
H 0.464 2.954 -0.152
H 0.651 -2.149 0.261
C 0.994 2.163 -0.871
C -0.981 -0.407 1.825
H -1.048 -1.336 1.215
H -1.826 -0.571 2.541
C 0.489 -1.911 -0.808
H 1.259 -2.320 -1.458

Forces on the atoms, in the same order (eV/Å):
C 0.484 -4.898 0.301
H -0.382 0.545 2.196
C -0.592 6.472 0.415
H -0.286 -0.263 -0.165
H -2.110 -1.011 -0.930
H 0.046 0.687 -0.427
P 0.351 -0.166 0.233
Cl -0.443 -0.154 0.059
H 0.815 -1.575 -2.335
H 0.089 -0.869 -0.579
C 0.383 1.584 -0.523
C -0.534 -2.409 0.223
H 0.032 0.400 0.423
H 0.300 0.924 -0.742
C 1.850 1.037 1.867
H -0.003 -0.303 -0.017


(3)
# C9H11O3

C9H11O3 as an isolated structure in a non-equilibrium geometry (wB97M-V/def2-TZVPD, the Open Molecules 2025 dataset).

For the energy relative to the best compared isomer or geometry (same formula, charge and spin), the calculation gives 2.3 kJ/mol. Its energy is -575.35757 a.u. The total charge is -1. The gap between HOMO and LUMO comes out at 7.662 eV. The LUMO energy is 3.3 eV. The maximum force is 1.09 eV/A.

Atoms and positions in Å:
C -0.302 2.443 -1.510
H 2.453 3.424 -2.515
H 0.900 -0.202 0.980
H -1.360 -1.110 1.070
C -0.195 -2.940 1.202
C 0.526 0.575 0.321
H -0.236 -3.968 -0.662
C 1.934 3.603 -1.564
H 0.866 -2.563 -0.634
C 1.419 1.538 -0.158
H 2.766 3.722 -0.861
C -0.102 -2.940 -0.321
H 2.431 1.577 0.221
C -0.829 0.633 0.010
O 0.561 -3.679 1.832
O -1.732 -0.205 0.471
C -1.219 1.558 -0.991
H 1.388 4.539 -1.675
O -1.054 -2.148 1.749
H -0.848 -2.300 -0.744
H -0.638 3.093 -2.320
H -2.239 1.541 -1.352
C 1.031 2.507 -1.060

Forces on the atoms, in the same order (eV/Å):
C 0.075 0.218 -0.204
H -0.387 -0.295 -0.109
H -0.167 0.085 0.114
H -0.206 0.163 -0.148
C 0.223 0.132 0.497
C 0.698 0.265 0.390
H 0.129 0.102 -0.094
C 0.679 -0.203 0.221
H 0.270 -0.135 0.006
C -0.201 0.044 0.161
H -0.198 0.322 0.089
C -0.038 -0.209 0.282
H 0.194 -0.253 0.022
C -0.428 -0.533 -0.836
O -0.066 -0.162 -0.088
O -0.053 -0.102 0.228
C 0.338 -0.030 0.328
H 0.094 0.087 0.135
O 0.249 0.006 -0.170
H -0.546 0.300 -0.364
H 0.150 0.103 0.225
H -0.026 -0.041 0.065
C -0.783 0.137 -0.750